C29H78F6N4O12P | ωB97M-V/def2-TZVPD

The energy relative to the best compared isomer or geometry (same formula, charge and spin) comes out at 0.0000 eV. The LUMO energy is 2.4 eV. The value obtained for the maximum force is 1.6 eV Å⁻¹. As for the net charge: -1. As for the orbital gap: 8.777 eV. The total energy is -87464.3173 eV.

Last column: Mulliken charge in e.
CARTESIAN COORDINATES (ANGSTROEM)
P  0.2391  0.4252  0.5752  2.03
F  0.0951  -1.1613  0.8375  -0.22
F  -1.3345  0.4253  0.1932  -0.47
F  -0.1128  0.8593  2.1005  -0.45
F  0.2171  2.0225  0.1989  -0.71
F  1.7888  0.4234  1.0331  -0.48
F  0.7168  0.1147  -0.9236  -0.34
C  -0.3170  -1.6747  -9.7128  -0.75
O  -1.0009  -0.7958  -8.8684  -0.30
C  -2.1179  -1.4163  -8.2409  -0.42
C  -2.9137  -0.3163  -7.5598  -0.84
N  -2.2381  0.3587  -6.4574  -0.26
C  -2.0083  -0.5114  -5.3050  -0.56
C  -1.3090  0.2354  -4.1779  -0.13
O  -2.0790  1.3315  -3.7912  -0.43
C  -1.4976  1.9759  -2.6517  -0.02
H  0.5732  -1.1844  -10.1054  0.25
H  -0.9357  -1.9722  -10.5717  0.28
H  0.0000  -2.5820  -9.1813  0.31
H  -1.7627  -2.1691  -7.5308  0.33
H  -2.7361  -1.8842  -9.0188  0.44
H  -3.8301  -0.7882  -7.1862  0.38
H  -3.1871  0.4317  -8.3049  0.33
H  -1.3343  0.6236  -6.8419  0.29
H  -1.3071  -1.3103  -5.5920  0.27
H  -2.9414  -0.8770  -4.8786  0.36
H  -0.2900  0.5465  -4.4756  0.26
H  -1.1587  -0.4647  -3.3415  0.03
H  -1.5666  1.2861  -1.8107  -0.12
H  -2.0495  2.8944  -2.4828  0.31
H  -0.4404  2.1448  -2.8864  0.12
C  -3.5272  2.1216  5.4276  -0.59
O  -2.2392  2.3912  5.9180  -0.43
C  -1.2670  2.3414  4.8967  0.11
C  0.1025  2.1032  5.5119  -0.65
N  1.1013  2.4029  4.4949  0.10
C  2.4678  2.2157  4.9083  -0.83
C  3.3979  2.5150  3.7400  0.72
O  4.7510  2.3154  4.1664  -0.46
C  5.5370  1.6502  3.2171  -0.48
H  -3.6323  1.1152  5.0083  0.18
H  -3.7925  2.8269  4.6236  0.31
H  -4.2185  2.3085  6.2478  0.29
H  -1.2938  3.2021  4.2204  0.32
H  -1.4910  1.4605  4.2707  -0.10
H  0.1736  1.0550  5.8250  0.11
H  0.2068  2.8242  6.3255  0.42
H  0.8672  1.9530  3.6209  -0.20
H  2.6870  1.1417  5.0823  0.22
H  2.7004  2.7339  5.8376  0.41
H  3.3204  3.5188  3.3142  0.07
H  3.1850  1.7742  2.9590  -0.35
H  5.6204  2.2028  2.2730  0.26
H  5.1642  0.6375  2.9926  0.10
H  6.5310  1.4976  3.6401  0.35
C  7.2341  0.4369  -1.5215  -0.84
O  6.3034  1.2285  -0.8124  -0.38
C  5.0133  0.6467  -0.7515  0.43
C  4.2816  0.6489  -2.0829  -0.70
N  4.0514  1.9834  -2.6234  -0.32
C  2.8546  2.5932  -2.0269  0.38
C  2.6730  4.0306  -2.4728  -0.74
O  3.8650  4.7902  -2.4187  -0.46
C  4.3069  5.0048  -1.1001  -0.24
H  7.0917  -0.6261  -1.2997  0.36
H  8.1984  0.7073  -1.0856  0.29
H  7.2357  0.6078  -2.5978  0.26
H  4.4740  1.2281  0.0050  -0.26
H  4.9980  -0.3636  -0.3088  0.32
H  3.3260  0.1280  -1.9765  -0.02
H  4.8496  0.0525  -2.8087  0.43
H  4.8777  2.5324  -2.4117  0.36
H  2.9837  2.4748  -0.9432  -0.01
H  1.9790  2.0543  -2.3921  0.02
H  1.8864  4.5004  -1.8696  0.28
H  2.3177  4.0464  -3.5048  0.40
H  4.9839  5.8627  -1.0843  0.33
H  4.8677  4.1395  -0.7201  0.04
H  3.5022  5.2425  -0.3954  0.04
C  -4.0099  -0.5277  1.7301  -0.66
O  -3.8650  -1.7519  1.0509  -0.07
C  -3.7015  -2.8200  1.9360  0.03
C  -2.9415  -3.9832  1.3004  -1.19
N  -3.4208  -4.4441  -0.0147  0.01
C  -4.5088  -5.4139  0.0803  -0.88
C  -5.8475  -4.8084  0.4574  -0.51
O  -6.0272  -3.5919  -0.2109  -0.24
C  -7.1244  -2.8771  0.2679  -0.80
H  -4.6235  0.1290  1.1157  0.30
H  -3.0464  -0.0438  1.9338  -0.09
H  -4.4789  -0.6712  2.7149  0.41
H  -4.6294  -3.1642  2.4224  0.21
H  -3.0930  -2.4653  2.7860  0.07
H  -3.0433  -4.8152  2.0261  0.47
H  -1.8927  -3.7090  1.2114  0.30
H  -2.5882  -4.9490  -0.3025  0.25
H  -4.2452  -6.1841  0.8351  0.37
H  -4.5865  -5.9934  -0.8428  0.48
H  -5.8700  -4.6313  1.5409  0.26
H  -6.6351  -5.5285  0.1874  0.46
H  -7.1285  -2.7514  1.3584  0.33
H  -8.0737  -3.3304  -0.0555  0.33
H  -7.0777  -1.8760  -0.1654  0.22
C  3.3224  -2.0077  2.1474  -0.39
O  2.3628  -1.6127  3.0979  -0.60
H  3.8381  -1.1646  1.6755  -0.10
H  4.1310  -2.5301  2.6686  0.40
H  2.9469  -2.6827  1.3732  0.24
H  1.8133  -0.9149  2.7232  0.12
C  1.0947  5.0675  1.9859  -0.45
O  1.4605  4.3147  0.8496  -0.15
H  0.4904  4.5305  2.7258  -0.07
H  1.9918  5.3910  2.5175  0.29
H  0.4665  5.9303  1.7257  0.32
H  0.9179  3.5148  0.8455  0.28
C  -0.9820  -2.8489  -1.7097  -0.62
O  -1.9984  -2.1375  -1.0220  -0.43
H  -0.1069  -2.2004  -1.8424  0.12
H  -0.6764  -3.7394  -1.1441  0.23
H  -1.2660  -3.1339  -2.7248  0.28
H  -1.4824  -1.5887  -0.4235  0.14
C  -0.6909  -1.7497  4.4702  -0.72
C  -0.5869  -3.2465  4.2837  -0.42
O  0.7687  -3.6988  4.2377  -0.59
H  -1.7303  -1.4874  4.6900  0.47
H  -0.4207  -1.2070  3.5627  -0.13
H  -0.0479  -1.4507  5.2976  0.43
H  -1.0845  -3.5940  3.3732  0.13
H  -1.0285  -3.7643  5.1380  0.37
H  1.2866  -3.0369  3.7556  0.48

C6H6S | ωB97M-V/def2-TZVPD

The energy relative to the best compared isomer or geometry (same formula, charge and spin) comes out at 2.2375 eV. The LUMO energy (alpha / beta) is -0.5 / -0.5 eV. The value obtained for the maximum force is 5.7 eV Å⁻¹. The SMILES is S=C1C=C[C@@H]2C[C@H]12. As for the net charge: 0. As for the orbital gap (alpha / beta): 7.912 / 7.911 eV. The total energy is -17152.1691 eV.

Last column: natural (NBO) charge in e.
CARTESIAN COORDINATES (ANGSTROEM)
S  0.6162  -2.2292  1.9017  0.02
C  0.0475  -1.1267  0.8395  -0.08
C  -0.5667  -1.3650  -0.4695  -0.29
C  -0.8988  -0.1786  -1.0516  -0.09
C  -0.4619  0.9695  -0.2369  -0.29
C  1.0169  1.1205  -0.1069  -0.35
C  0.2399  0.4068  0.9808  -0.30
H  -0.8085  -2.2497  -0.9917  0.23
H  -1.3467  -0.2583  -2.0078  0.22
H  -1.1244  1.8192  -0.3019  0.24
H  1.5935  0.3689  -0.7841  0.22
H  1.3730  2.0024  0.2141  0.22
H  0.3199  0.7203  2.0144  0.26